{
  "formula": "C49H48BrClN6O3SiSn",
  "method": "ωB97M-V with the def2-TZVPD basis set",
  "species": ["N", "C", "H", "C", "C", "C", "H", "H", "C", "H", "C", "C", "C", "H", "H", "C", "C", "H", "C", "H", "N", "C", "C", "C", "C", "H", "C", "C", "C", "O", "C", "H", "H", "H", "H", "C", "H", "C", "H", "H", "C", "C", "C", "C", "H", "C", "C", "O", "N", "H", "C", "H", "Si", "C", "H", "H", "C", "C", "C", "H", "H", "C", "Sn", "H", "H", "H", "H", "H", "H", "H", "C", "C", "C", "C", "H", "H", "C", "H", "N", "H", "N", "H", "H", "N", "C", "C", "C", "C", "C", "H", "H", "H", "H", "H", "H", "Cl", "C", "H", "O", "H", "C", "H", "C", "C", "Br", "H", "C", "H", "C", "H"],
  "positions_angstrom": [[6.7590, 1.5844, 1.5665], [5.2204, -0.1189, -0.6026], [4.7863, -1.3505, -2.2989], [8.2224, 2.9008, 3.1073], [-2.1547, -2.2044, -2.0980], [-0.6656, -0.5512, 3.5145], [-3.6052, 3.4333, 1.3562], [1.2314, -0.1188, 4.4130], [0.7804, -0.8863, 3.7742], [-3.2389, -3.4469, -0.7289], [0.7919, -5.2928, 1.1888], [-4.4625, 2.8137, 1.0757], [-0.0569, -7.2452, 0.0588], [0.6709, -2.5089, -0.8723], [-1.4006, 5.8296, -2.1571], [2.6257, 1.6280, 1.4758], [11.9691, 5.1248, 5.5956], [7.4789, 1.1482, 1.0213], [3.2710, 0.8637, 0.4207], [-0.6499, -6.9091, -1.9875], [1.2848, 1.6396, 1.5128], [0.6019, -4.4306, 0.0548], [3.3939, 2.3214, 2.4347], [8.2767, 3.8498, 4.1297], [3.0224, -0.4214, -1.4763], [-1.8564, -1.5001, -1.3311], [-2.9331, -3.3006, -1.7575], [-3.2985, -4.2273, -2.7229], [1.1063, 6.1283, -1.0820], [-0.2522, -0.2483, -2.8633], [6.9316, 2.4575, 2.6124], [13.0254, 5.2849, 5.7991], [3.3081, 3.5975, 4.1510], [11.5142, 6.0762, 5.3030], [11.5783, 2.4951, 2.7000], [-1.7400, -2.0124, -3.4093], [1.1344, 5.9164, -2.1516], [-0.8578, -0.8193, -3.8167], [-4.2806, 0.3513, 2.7256], [-4.9569, 2.4993, 1.9976], [-0.0797, 4.0148, -0.6180], [-2.2633, 0.1574, 1.9624], [9.4363, 2.4245, 2.5965], [2.7252, 3.0534, 3.4186], [0.6350, -7.2043, 2.0999], [0.6690, 2.3288, 2.4497], [-3.3907, 1.9019, -1.6629], [-0.8033, -0.5547, -5.0259], [2.4986, 0.3232, -0.5292], [2.3256, -0.7988, -2.2199], [-1.3981, 6.0342, -1.0858], [-4.2240, 2.3497, -2.2108], [-3.8670, 1.3087, 0.0574], [-2.8735, -4.0196, -4.0234], [-2.5826, 2.6333, -1.5885], [-2.2786, 5.5623, -0.6475], [1.3494, 3.0598, 3.4245], [-1.5863, -0.5828, 4.5558], [-0.2414, -6.4565, -1.0882], [6.2899, -0.2990, -0.6228], [-0.9816, 5.3046, 1.5462], [5.4097, 1.4274, 1.3751], [-0.1346, 0.5289, -0.4162], [-6.2523, 0.7150, -0.5132], [1.3298, -0.9276, 2.8358], [-0.0667, -4.5356, -1.9991], [-3.6634, -0.2893, 5.0402], [0.8689, -1.8481, 4.2781], [-3.0057, 1.0638, -2.2527], [11.4816, 4.7663, 6.5075], [-5.3990, 0.1847, -0.0804], [4.6755, 0.7049, 0.3963], [-0.1368, 5.7989, 1.0632], [0.8737, -3.0801, 0.0265], [0.7949, 3.6178, 4.1668], [-1.7878, -2.7657, -5.4067], [0.0779, -5.1243, -1.0986], [-0.4147, 2.2918, 2.4225], [-0.9931, -0.2098, 2.2757], [9.4398, 1.6924, 1.7984], [5.7714, 2.8549, 3.0888], [2.0218, 5.7415, -0.6315], [-0.2210, 6.8786, 1.2228], [-2.4827, 0.5624, 0.7004], [-0.0515, 2.8054, -0.7527], [0.4719, -6.6319, 1.1930], [4.8207, 2.2280, 2.3385], [-2.1071, -2.9317, -4.3877], [-2.9082, -0.2538, 4.2609], [-1.4630, 7.1161, -0.9324], [-5.7000, -0.1876, 0.9031], [-5.1654, 3.4369, 0.5154], [-3.8898, -5.0960, -2.4675], [9.4839, 5.0379, 5.4246], [0.7807, 5.4457, 1.5364], [1.4739, -4.6177, 2.6545], [9.4834, 4.2994, 4.6338], [-1.2732, -0.8601, 5.5548], [11.9134, 4.1743, 4.5583], [1.0778, 7.2132, -0.9389], [10.6424, 2.8683, 3.0958], [-5.1854, -0.6819, -0.7114], [-3.2593, 0.1023, 2.9810], [-0.1232, 5.4754, -0.4384], [-3.3942, -5.2961, -5.3577], [1.2511, -2.5417, 0.8847], [10.6765, 3.8051, 4.1222], [-0.3053, -8.3002, 0.0705], [4.3946, -0.6965, -1.5329], [7.3410, 4.2268, 4.5189]],
  "forces_ev_per_a": [[0.191, -0.005, 0.040], [0.004, 0.093, 0.115], [-0.029, 0.010, -0.023], [0.641, 0.210, 0.218], [0.015, 0.044, 0.032], [-0.073, -0.079, 0.053], [-0.009, 0.017, -0.028], [0.023, -0.036, -0.008], [-0.018, 0.104, -0.045], [0.035, -0.007, -0.009], [-0.146, -0.262, -0.253], [0.184, -0.146, -0.053], [-0.030, -0.275, 0.108], [-0.040, -0.047, -0.020], [-0.020, -0.015, 0.005], [-0.097, 0.303, 0.450], [0.117, 0.143, 0.152], [0.052, 0.014, 0.013], [0.566, -0.240, -0.252], [0.011, 0.023, -0.021], [0.228, 0.066, -0.049], [0.115, 0.309, 0.058], [-0.149, -0.097, -0.132], [-0.212, -0.238, -0.253], [-0.087, -0.069, -0.059], [-0.005, -0.063, -0.018], [-0.018, -0.011, 0.015], [-0.031, 0.001, 0.040], [-0.005, -0.014, -0.005], [0.094, 0.296, -0.001], [-0.743, -0.151, -0.227], [-0.015, 0.010, 0.008], [-0.029, 0.001, 0.021], [0.001, -0.037, -0.035], [-0.007, 0.007, 0.017], [0.102, 0.116, -0.089], [0.015, -0.010, 0.007], [-0.090, -0.178, -0.163], [-0.031, -0.006, 0.066], [-0.008, 0.007, 0.022], [0.079, -0.025, -0.067], [-0.159, -0.068, -0.150], [-0.316, 0.039, 0.057], [-0.089, 0.026, -0.009], [0.020, 0.006, 0.004], [-0.105, -0.080, -0.099], [-0.045, -0.120, 0.192], [0.068, -0.002, 0.190], [0.093, 0.290, 0.064], [0.011, -0.050, 0.046], [0.018, -0.030, 0.013], [-0.019, -0.014, 0.023], [-0.317, 0.211, -0.234], [-0.064, -0.060, 0.000], [-0.020, 0.032, -0.020], [-0.017, 0.010, -0.021], [0.176, 0.056, 0.077], [0.005, 0.027, 0.079], [0.040, 0.114, 0.014], [-0.005, -0.021, -0.061], [0.005, 0.017, 0.016], [-0.117, 0.433, 0.511], [-0.688, -0.488, 0.128], [0.030, 0.053, -0.007], [-0.023, -0.070, -0.022], [-0.047, -0.017, 0.006], [-0.010, 0.020, -0.011], [0.037, -0.037, -0.015], [-0.025, 0.006, -0.028], [-0.005, -0.040, -0.047], [0.245, 0.010, 0.034], [-0.426, -0.197, -0.283], [-0.015, -0.025, -0.030], [0.186, 0.060, -0.078], [-0.026, -0.020, 0.000], [0.004, 0.020, -0.002], [-0.038, -0.142, 0.000], [0.034, 0.054, 0.019], [0.049, 0.215, -0.019], [0.057, -0.016, 0.004], [0.363, 0.144, 0.249], [0.000, -0.010, -0.018], [0.005, -0.003, -0.008], [0.364, 0.245, 0.174], [-0.101, -0.093, 0.061], [-0.003, 0.090, -0.103], [0.091, -0.392, -0.495], [-0.068, -0.013, 0.024], [0.033, -0.041, -0.061], [0.006, 0.001, 0.000], [-0.005, -0.010, -0.019], [0.007, -0.036, -0.055], [0.020, -0.007, -0.004], [-0.034, -0.047, -0.033], [0.004, -0.022, 0.022], [0.084, 0.148, 0.210], [0.100, 0.150, 0.162], [-0.031, -0.028, -0.008], [-0.003, -0.016, -0.038], [-0.006, 0.003, -0.004], [0.148, -0.065, -0.069], [0.019, 0.007, 0.007], [-0.005, -0.001, -0.031], [-0.051, 0.066, 0.035], [0.035, 0.021, -0.016], [-0.040, -0.047, 0.065], [-0.089, -0.071, -0.071], [-0.015, 0.030, -0.014], [0.083, 0.008, 0.038], [0.007, 0.017, 0.031]],
  "energy_ha": -5988.37824,
  "total_charge": -2,
  "homo_ev": 0.0963,
  "gap_ev": 2.57,
  "de_lowest_kj_mol": 122.4,
  "lumo_ev": 2.671
}